Computed, not measured: a single C4H8O molecule, with ωB97M-V with the def2-TZVPD basis set.

Last column: Löwdin charge in e.
Element x y z (Å)
C  -1.375  -0.230  -1.389  -0.11
O  -0.273  0.572  -1.035  -0.13
C  0.522  -0.079  -0.112  -0.40
C  1.413  0.662  0.807  -0.10
C  0.208  -0.064  1.362  -0.09
H  -2.058  -0.361  -0.538  0.09
H  -1.041  -1.224  -1.724  0.09
H  -1.898  0.269  -2.207  0.09
H  1.027  -0.985  -0.480  0.15
H  2.329  0.086  0.817  0.10
H  1.469  1.748  0.853  0.11
H  0.371  -0.962  1.947  0.09
H  -0.647  0.525  1.697  0.11

Results
ΔE to the lowest compared entry with this formula, charge and spin, eV: 1.664
Spin multiplicity: 1
Electronic energy, Eh: -232.3845
SMILES string: COC1CC1
HOMO energy, eV: -9.59
Frontier orbital gap, eV: 10.7991
Total charge: 0